*a*
Below is a 2-piece molecular cluster, C9H14 overall, with properties calculated with ωB97M-V/def2-TZVPD.

The geometry in XYZ format:
```
23
Properties=species:S:1:pos:R:3:mulliken_charge:R:1
C -1.1469 2.2276 -2.7930 -1.305
C -0.5261 0.9941 -2.1657 0.706
C -0.9832 0.5506 -0.9238 -0.410
C -0.4131 -0.4677 -0.2064 -0.304
C 0.6231 -1.2385 -0.7857 -0.790
C 1.0791 -0.8071 -1.9947 -0.295
C 0.5254 0.2441 -2.7289 -0.543
H -0.9792 2.1955 -3.8712 0.371
H -0.7013 3.0783 -2.2894 0.282
H -2.2296 2.1087 -2.7246 0.373
H -1.8476 1.1005 -0.5532 0.306
H -0.6788 -0.6300 0.8303 0.437
H 0.9105 -2.1577 -0.2986 0.395
H 1.9767 -1.2366 -2.4377 0.313
H 0.8711 0.5609 -3.7043 0.346
C -0.1161 -0.2607 3.4382 -0.631
C 1.0250 -1.2970 3.2426 -0.592
H 0.2660 0.5931 3.9954 0.294
H -0.3955 0.0871 2.4516 0.158
H -0.9398 -0.7394 3.9557 0.255
H 0.9601 -1.8114 2.2799 0.069
H 0.6973 -2.1590 3.8418 0.273
H 2.0229 -0.9354 3.4418 0.290
```

The highest occupied orbital energy comes out at -9.00 eV. The SMILES is Cc1ccccc1.CC. For the HOMO-LUMO gap, the calculation gives 10.038 eV.

*b*
Below is a 2-piece molecular cluster, C9H14 overall, with properties calculated with ωB97M-V/def2-TZVPD.

The geometry in XYZ format:
```
23
Properties=species:S:1:pos:R:3:mulliken_charge:R:1
C -0.1459 -0.5613 -2.6736 -1.373
C -0.4965 -0.9375 -1.2489 0.564
C -0.5573 0.0672 -0.2754 -0.241
C -0.6181 -0.2510 1.0711 -0.499
C -0.6653 -1.5888 1.4639 -0.458
C -0.7758 -2.5845 0.4988 -0.534
C -0.6469 -2.2544 -0.8431 -0.395
H 0.3510 -1.3761 -3.1923 0.370
H 0.4485 0.3468 -2.6627 0.341
H -1.0688 -0.4310 -3.2574 0.297
H -0.7435 1.0924 -0.5650 0.450
H -0.7722 0.4955 1.8409 0.388
H -0.6341 -1.8357 2.5123 0.363
H -0.9815 -3.5765 0.8795 0.364
H -0.6873 -3.0236 -1.6059 0.353
C 2.0492 2.7312 0.7768 -0.718
C 0.9646 3.6305 1.3703 -0.854
H 2.9553 2.8294 1.3722 0.318
H 1.6897 1.7053 0.7830 0.168
H 2.2783 2.9780 -0.2643 0.254
H 0.0240 3.5341 0.8337 0.249
H 1.2708 4.6720 1.3192 0.341
H 0.8392 3.3888 2.4234 0.252
```

The highest occupied orbital energy comes out at -8.97 eV. The SMILES is Cc1ccccc1.CC. For the HOMO-LUMO gap, the calculation gives 10.005 eV.

*c*
Below is a 2-piece molecular cluster, C9H14 overall, with properties calculated with ωB97M-V/def2-TZVPD.

The geometry in XYZ format:
```
23
Properties=species:S:1:pos:R:3:mulliken_charge:R:1
C 0.0706 -3.0961 0.9990 -1.217
C -0.0535 -1.6085 1.4408 0.856
C 0.8989 -0.7352 0.8450 -0.270
C 0.9669 0.6534 1.0935 -0.582
C 0.0976 1.1213 2.0820 -0.286
C -0.8173 0.2629 2.7310 -0.446
C -0.9295 -1.1379 2.4074 -0.466
H 0.0889 -3.3444 -0.1996 0.256
H -0.6455 -3.6825 1.6034 0.330
H 1.0841 -3.5336 1.3008 0.288
H 1.7661 -1.1912 0.2494 0.236
H 1.3919 1.3799 0.3968 0.387
H 0.1652 2.2092 2.4879 0.255
H -1.2672 0.5251 3.7117 0.295
H -1.7190 -1.7490 2.8234 0.358
C 0.2515 2.3375 -2.5554 -0.681
C -0.5577 1.2574 -3.3247 -1.058
H 0.3530 3.2156 -3.0420 0.422
H -0.1789 2.4698 -1.5818 0.169
H 1.2824 1.8013 -2.3858 0.146
H -1.3373 0.6893 -2.9830 0.402
H 0.0901 0.5379 -3.8443 0.271
H -1.0013 1.6181 -4.2554 0.336
```

The highest occupied orbital energy comes out at -8.94 eV. The SMILES is Cc1ccccc1.CC. For the HOMO-LUMO gap, the calculation gives 9.908 eV.

*d*
Below is a 2-piece molecular cluster, C9H14 overall, with properties calculated with ωB97M-V/def2-TZVPD.

The geometry in XYZ format:
```
23
Properties=species:S:1:pos:R:3:mulliken_charge:R:1
C -0.4000 1.3393 2.8858 -1.344
C 0.2904 0.6790 1.7115 0.941
C 1.0924 1.1897 0.7469 -0.726
C 1.4107 0.3351 -0.2908 0.286
C 1.4605 -1.0229 -0.2052 -0.983
C 0.8923 -1.5059 0.9340 -0.176
C 0.1745 -0.7187 1.7369 -0.697
H -1.4623 1.0789 3.2293 0.313
H -0.2528 2.4256 2.7141 0.331
H 0.1724 1.1068 3.8468 0.290
H 1.3103 2.2577 0.6556 0.337
H 1.6027 0.9048 -1.2359 0.301
H 1.6301 -1.8042 -0.8417 0.451
H 0.6828 -2.5911 0.9937 0.277
H -0.3562 -1.1115 2.6023 0.356
C -1.4164 0.2201 -2.7814 -1.103
C -0.6189 -0.9860 -2.0859 -0.510
H -2.3016 0.5642 -2.2773 0.319
H -0.8426 1.1738 -2.8663 0.288
H -1.6165 -0.0373 -3.7879 0.369
H -1.3256 -1.8489 -2.2630 0.299
H 0.4067 -0.9858 -2.4041 0.277
H -0.5330 -0.6626 -1.0173 0.104
```

The highest occupied orbital energy comes out at -8.89 eV. The SMILES is Cc1ccccc1.CC. For the HOMO-LUMO gap, the calculation gives 9.859 eV.

Which one is most stable, and which one is least stable? *b* is the most stable of them, while *d* is the least stable.

*a*
Below is a 2-piece molecular cluster, C9H14 overall, with properties calculated with ωB97M-V/def2-TZVPD.

The geometry in XYZ format:
```
23
Properties=species:S:1:pos:R:3:mulliken_charge:R:1
C -0.5283 2.6021 1.5783 -1.258
C -0.5583 1.1029 1.2054 0.619
C 0.3439 0.6890 0.2213 -0.544
C 0.8119 -0.5959 0.2057 -0.022
C 0.4864 -1.4771 1.2278 -0.720
C -0.4288 -1.0579 2.1685 -0.213
C -1.0877 0.1549 2.1004 -0.597
H -0.8507 3.2329 0.7777 0.327
H 0.5337 2.7370 1.8232 0.317
H -1.0798 2.8178 2.5248 0.361
H 0.5729 1.4015 -0.5686 0.296
H 1.4901 -0.9659 -0.5802 0.333
H 0.9828 -2.3948 1.3739 0.436
H -0.7672 -1.8234 3.0090 0.189
H -1.9344 0.4386 2.6688 0.464
C -0.1929 -1.2831 -3.5528 -0.821
C 0.9350 -0.2641 -3.4746 -0.651
H -0.7339 -1.2744 -2.6041 0.256
H -0.8192 -1.1516 -4.4163 0.317
H 0.1921 -2.2917 -3.6349 0.261
H 1.8061 -0.7025 -2.9727 0.211
H 1.3492 0.1334 -4.3828 0.368
H 0.6824 0.5514 -2.7953 0.072
```

The highest occupied orbital energy comes out at -8.85 eV. The SMILES is Cc1ccccc1.CC. For the HOMO-LUMO gap, the calculation gives 9.888 eV.

*b*
Below is a 2-piece molecular cluster, C9H14 overall, with properties calculated with ωB97M-V/def2-TZVPD.

The geometry in XYZ format:
```
23
Properties=species:S:1:pos:R:3:mulliken_charge:R:1
C 0.7211 -3.4171 1.2910 -1.419
C 0.8630 -2.1548 0.5083 0.845
C 2.0526 -1.4457 0.4173 -0.536
C 2.1108 -0.2146 -0.2246 -0.274
C 0.9935 0.3077 -0.8621 -0.564
C -0.1889 -0.4092 -0.7786 -0.299
C -0.2650 -1.6264 -0.1314 -0.532
H -0.0834 -4.0666 0.9502 0.364
H 0.6005 -3.2834 2.3612 0.283
H 1.5902 -4.0739 1.1954 0.366
H 2.8591 -1.7001 1.0878 0.327
H 3.0402 0.3313 -0.1074 0.361
H 1.0956 1.3136 -1.2535 0.337
H -1.0819 -0.0924 -1.3068 0.409
H -1.1957 -2.1881 -0.1338 0.303
C -1.5396 3.2474 -1.0056 -0.936
C -1.6640 2.4417 0.3007 -0.680
H -0.8871 4.1134 -0.9665 0.291
H -1.2600 2.5935 -1.8347 0.266
H -2.5363 3.5706 -1.2940 0.345
H -2.5393 1.8021 0.1683 0.227
H -1.8778 3.1383 1.1065 0.333
H -0.8075 1.8127 0.5123 0.183
```

The highest occupied orbital energy comes out at -9.06 eV. The SMILES is Cc1ccccc1.CC. For the HOMO-LUMO gap, the calculation gives 10.106 eV.

*c*
Below is a 2-piece molecular cluster, C9H14 overall, with properties calculated with ωB97M-V/def2-TZVPD.

The geometry in XYZ format:
```
23
Properties=species:S:1:pos:R:3:mulliken_charge:R:1
C -0.8667 1.7784 -1.0779 -1.238
C -0.5553 0.2644 -1.2261 0.628
C -0.2966 -0.2045 -2.5781 -0.466
C 0.0377 -1.5124 -2.9255 -0.558
C -0.1627 -2.4604 -1.8641 -0.404
C -0.4975 -1.9843 -0.5771 -0.614
C -0.6169 -0.6417 -0.2047 -0.295
H -1.8814 1.9959 -0.8322 0.327
H -0.6978 2.4980 -1.9313 0.325
H -0.2144 2.2895 -0.3719 0.246
H -0.0806 0.6102 -3.3113 0.197
H 0.5522 -1.9270 -3.7678 0.386
H -0.1112 -3.4810 -2.2372 0.355
H -0.6188 -2.8069 0.1378 0.285
H -0.8625 -0.4126 0.8035 0.727
C 0.8551 1.4934 2.8179 -0.682
C 0.8859 0.0244 2.6632 -0.791
H 0.8097 1.6676 3.9078 0.310
H 1.7888 1.9126 2.5702 0.241
H -0.0744 1.9727 2.1561 0.148
H -0.1611 -0.3181 2.4992 0.222
H 1.4476 -0.3128 1.8070 0.245
H 1.3211 -0.4456 3.5424 0.407
```

The highest occupied orbital energy comes out at -8.91 eV. The SMILES is Cc1ccccc1.CC. For the HOMO-LUMO gap, the calculation gives 9.966 eV.

Which one is most stable, and which one is least stable? *b* is the most stable of them, while *c* is the least stable.

*a*
Below is a 2-piece molecular cluster, C9H14 overall, with properties calculated with ωB97M-V/def2-TZVPD.

The geometry in XYZ format:
```
23
Properties=species:S:1:pos:R:3:mulliken_charge:R:1
C 0.5403 -2.0281 0.6469 -1.392
C 0.3392 -0.6456 1.2244 0.594
C 1.0281 0.4391 0.7047 -0.132
C 1.0802 1.6657 1.3498 -0.730
C 0.3799 1.7956 2.5368 -0.350
C -0.4540 0.7832 2.9760 -0.504
C -0.4554 -0.4607 2.3481 -0.396
H -0.1166 -2.2384 -0.1947 0.275
H 0.4293 -2.7777 1.4246 0.412
H 1.5747 -2.1251 0.2974 0.347
H 1.5301 0.3069 -0.2452 0.436
H 1.5746 2.5250 0.9130 0.364
H 0.4513 2.6950 3.1324 0.358
H -1.0475 0.9620 3.8671 0.345
H -1.1386 -1.2304 2.6916 0.363
C -0.8528 0.4780 -2.3481 -0.582
C -0.5522 -0.3544 -3.5819 -0.948
H -1.6954 1.1433 -2.5145 0.352
H -1.1587 -0.0993 -1.4706 0.153
H 0.0619 0.9489 -2.0002 0.158
H -0.4053 0.2879 -4.4550 0.306
H 0.2624 -1.0610 -3.4066 0.280
H -1.3756 -1.0098 -3.8961 0.291
```

The highest occupied orbital energy comes out at -9.04 eV. The SMILES is Cc1ccccc1.CC. For the HOMO-LUMO gap, the calculation gives 10.059 eV.

*b*
Below is one molecule with the formula C9H14, with properties calculated with ωB97M-V/def2-TZVPD.

The geometry in XYZ format:
```
23
Properties=species:S:1:pos:R:3:mulliken_charge:R:1
C 1.3296 -1.6866 -0.8399 -1.112
C 1.1378 -0.3575 -0.7854 0.895
C 2.3039 0.5965 -0.7962 -1.181
C -0.2185 0.2043 -0.7134 0.445
C -0.6164 1.0682 -1.6662 -1.105
C -1.1787 -0.1703 0.3360 0.577
C -2.4084 -0.9094 -0.1327 -1.319
C -0.9849 0.0768 1.6471 -0.398
C 0.1531 0.8191 2.2708 -1.188
H 0.4972 -2.3831 -0.8343 0.264
H 2.3261 -2.1132 -0.8882 0.334
H 3.2325 0.0940 -1.0890 0.398
H 2.1554 1.4214 -1.4994 0.295
H 2.4600 1.0197 0.2008 0.230
H -1.6083 1.5087 -1.6606 0.307
H 0.0306 1.3535 -2.4893 0.303
H -3.0199 -0.2821 -0.7898 0.311
H -3.0459 -1.2150 0.7044 0.382
H -2.1291 -1.8169 -0.6784 0.280
H -1.7312 -0.2741 2.3578 0.352
H 0.9020 0.1167 2.6484 0.261
H 0.6288 1.5202 1.5811 0.259
H -0.2158 1.4089 3.1164 0.409
```

The highest occupied orbital energy comes out at -8.47 eV. The SMILES is C=C(C)C(=C)/C(C)=C\C. For the HOMO-LUMO gap, the calculation gives 9.453 eV.

*c*
Below is a 2-piece molecular cluster, C9H14 overall, with properties calculated with ωB97M-V/def2-TZVPD.

The geometry in XYZ format:
```
23
Properties=species:S:1:pos:R:3:mulliken_charge:R:1
C 1.7174 1.0672 2.8138 -1.367
C 0.8469 0.3163 1.8528 0.939
C 0.0860 1.0398 0.9353 -0.475
C -0.8190 0.4882 0.0327 -0.625
C -1.1704 -0.8463 0.2971 -0.533
C -0.3532 -1.5828 1.1175 -0.113
C 0.6743 -1.0732 1.9122 -0.624
H 1.7465 2.1505 2.7258 0.337
H 2.7649 0.7596 2.8566 0.323
H 1.3512 0.8424 3.8204 0.300
H 0.1051 2.1265 0.9594 0.231
H -1.3545 1.1185 -0.6598 0.524
H -2.0431 -1.2552 -0.1978 0.386
H -0.3702 -2.6706 1.1363 0.312
H 1.1607 -1.7063 2.6369 0.391
C -0.3783 0.7597 -4.1881 -0.914
C -0.7136 -0.4299 -3.2457 -0.564
H -1.2602 1.2414 -4.5857 0.275
H 0.2540 1.5298 -3.7389 0.310
H 0.2686 0.2837 -4.9185 0.270
H -1.8002 -0.5461 -3.1736 0.260
H -0.4063 -0.3558 -2.2021 -0.033
H -0.3022 -1.3774 -3.5851 0.390
```

The highest occupied orbital energy comes out at -8.92 eV. The SMILES is Cc1ccccc1.CC. For the HOMO-LUMO gap, the calculation gives 9.957 eV.

Which one is most stable, and which one is least stable? *a* is the most stable of them, while *b* is the least stable.